*a*
The following is a DFT calculation (wB97M-V/def2-TZVPD) of a structure of composition C5H11O3.

Each line ends with the Löwdin charge.
Geometry (Å):
1 O -0.00886 -0.84962 -2.30751  -0.13
2 C -1.08385 -0.27471 -1.69106  -0.31
3 C -1.27378 0.14270 -0.32885  0.03
4 C -0.30584 -0.33621 0.71593  -0.20
5 C 0.88037 0.61875 1.00400  -0.20
6 C 0.51373 1.91914 1.78565  -0.57
7 O 1.61614 2.56754 2.26268  -0.37
8 H -1.77737 0.22341 -2.45179  0.15
9 H -1.55532 -1.06420 -1.00029  0.16
10 H -2.29847 0.43976 -0.00145  0.15
11 H 0.12543 -1.29822 0.37589  0.10
12 H -0.75302 -0.54692 1.71049  0.12
13 H 1.66992 0.15859 1.61901  0.10
14 H 1.34350 0.93816 0.00701  0.13
15 H -0.10338 2.55305 1.12895  0.07
16 H -0.20527 1.59227 2.56857  0.07
17 H -0.05429 -1.96628 -1.75817  -0.02
18 H 0.24742 -3.62493 -1.57224  -0.04
19 O -0.23516 -2.94576 -1.14767  -0.23

HOMO-LUMO gap   5.567 eV
Net charge   -1
LUMO energy   2.869 eV
HOMO   -2.6986 eV

=====

*b*
The following is a DFT calculation (wB97M-V/def2-TZVPD) of a cluster of 2 separate species, C5H11O3 in total.

Each line ends with the Löwdin charge.
Geometry (Å):
1 C 2.07729 -0.26609 -0.64808  -0.33
2 C 2.86038 0.46042 -1.72252  -0.10
3 O 1.22436 -1.26856 -1.22891  -0.13
4 H 2.75342 -0.88228 -0.01605  0.11
5 H 1.44732 0.34652 0.00453  0.10
6 H 3.52797 1.12162 -1.18212  0.06
7 H 0.94866 -1.81723 -0.48075  0.05
8 H 2.19792 0.96916 -2.42614  0.07
9 H 3.36771 -0.27115 -2.35730  0.07
10 C -1.67204 0.30261 0.52041  -0.20
11 C -3.08288 0.72151 0.83948  -0.16
12 C -0.98860 -0.65437 1.67436  -0.72
13 O -1.47720 -0.38752 2.78652  -0.08
14 O -0.17736 -1.48587 1.24060  -0.08
15 H -1.56119 -0.33433 -0.35148  0.08
16 H -1.00912 1.17149 0.40378  0.08
17 H -3.65970 -0.17755 1.09813  0.07
18 H -3.67704 1.18052 0.05663  0.04
19 H -3.09990 1.27111 1.78891  0.06

HOMO-LUMO gap   7.600 eV
Net charge   -1
LUMO energy   3.751 eV
HOMO   -3.8492 eV

=====

Which one is most stable, and which one is least stable? *b* is the most stable of them, while *a* is the least stable.

=====

*a*
The following is a DFT calculation (wB97M-V/def2-TZVPD) of the molecule C3H8N4O.

Each line ends with the Löwdin charge.
Geometry (Å):
1 C 2.01398 -0.43003 0.30096  -0.07
2 C 0.90027 0.44615 -0.26620  -0.39
3 C -1.57269 0.15948 -0.11656  -0.58
4 H 2.55685 -1.05385 -0.41301  0.07
5 H 1.67396 -1.06023 1.18513  0.09
6 H 2.94362 0.21840 0.69319  0.12
7 H 0.25777 2.02224 -1.15801  0.00
8 H -0.67781 -2.11572 0.46627  0.11
9 H -0.96192 -1.88970 -1.01632  0.12
10 H -2.67065 1.53350 0.65293  0.14
11 H -0.94461 1.65790 1.00127  0.09
12 N 1.08781 1.65634 -0.78918  0.14
13 N -0.24707 -0.33965 -0.17424  -0.13
14 N -0.16905 -1.70765 -0.33315  0.06
15 N -1.66869 1.42022 0.36555  0.16
16 O -2.52177 -0.51740 -0.39861  0.08

HOMO-LUMO gap   10.146 eV
Net charge   0
LUMO energy   0.632 eV
Structure (SMILES)   [H]/N=C(/C)N(N)C(N)=O
HOMO   -9.5143 eV

=====

*b*
The following is a DFT calculation (wB97M-V/def2-TZVPD) of the molecule C3H8N4O.

Each line ends with the Löwdin charge.
Geometry (Å):
1 C -0.28564 2.44902 0.14226  -0.16
2 C 0.58118 0.12092 -0.27419  -0.46
3 C -1.62779 -1.33546 0.04220  -0.25
4 H 0.67832 2.34841 0.84601  0.08
5 H -1.29178 3.14203 0.48331  0.12
6 H 0.21920 3.04608 -0.89314  0.12
7 H -1.49739 0.33628 0.20526  0.08
8 H 0.50834 -2.05053 0.55363  0.21
9 H -1.76335 -2.50598 -0.07735  0.16
10 H 3.19382 -0.43348 0.98363  0.14
11 H 3.02240 -1.56134 -0.66791  0.16
12 N -0.49581 0.98053 0.05266  -0.10
13 N -0.14281 -1.16474 0.05260  0.03
14 N 1.80519 0.30666 -0.37433  -0.03
15 N 2.43491 -0.94031 0.23271  -0.13
16 O -2.53579 -0.50042 -0.08006  0.03

HOMO-LUMO gap   8.920 eV
Net charge   0
LUMO energy   0.647 eV
Structure (SMILES)   CN/C(=N/N)NC=O
HOMO   -8.2727 eV

=====

Which one is most stable, and which one is least stable? *a* is the most stable of them, while *b* is the least stable.

=====

*a*
The following is a DFT calculation (wB97M-V/def2-TZVPD) of the molecule C4H9N3O2.

Each line ends with the Löwdin charge.
Geometry (Å):
1 N 0.23730 -1.71613 1.27201  0.11
2 C -0.68303 -0.87746 1.47986  -0.22
3 C -0.75449 0.50934 0.88592  -0.16
4 N -0.00110 0.85433 -0.29679  -0.07
5 C -0.44640 0.30316 -1.58303  -0.25
6 N -0.27434 -1.09758 -1.84264  0.03
7 C 1.40036 0.94329 -0.16696  -0.52
8 O 2.20180 0.09336 -0.45412  0.14
9 O 1.81594 2.20852 0.21628  0.08
10 H 0.07584 -2.56007 1.81304  0.05
11 H -1.50312 -1.10497 2.16912  0.11
12 H -1.80765 0.71289 0.69003  0.12
13 H -0.47783 1.19397 1.69255  0.13
14 H 0.06277 0.88189 -2.35041  0.12
15 H -1.50602 0.53443 -1.67037  0.12
16 H -1.00139 -1.66363 -1.44323  0.06
17 H 0.63552 -1.42898 -1.56471  0.06
18 H 2.02583 2.21365 1.15345  0.11

HOMO-LUMO gap   9.466 eV
Net charge   0
LUMO energy   0.560 eV
Structure (SMILES)   [H]/N=C/CN(CN)C(=O)O
HOMO   -8.9062 eV

=====

*b*
The following is a DFT calculation (wB97M-V/def2-TZVPD) of a cluster of 2 separate species, C4H9N3O2 in total.

Each line ends with the Löwdin charge.
Geometry (Å):
1 C 2.11314 -0.97924 -1.31886  -0.04
2 C -0.42847 0.50120 -0.48776  -0.51
3 C 1.73159 -0.68450 0.04948  -0.23
4 N -0.06968 1.74813 -0.11326  0.16
5 N 1.72276 -0.70615 1.21347  0.18
6 O -0.68624 0.18707 -1.63791  0.00
7 H 0.12031 1.92476 0.86004  0.10
8 H 0.06984 2.47783 -0.79645  0.11
9 H 0.30622 -0.32773 1.98290  0.05
10 H 2.77565 -1.84423 -1.33396  0.10
11 H 1.21868 -1.19424 -1.90915  0.08
12 H 2.60312 -0.11006 -1.75817  0.10
13 N -2.61876 -0.00211 0.80427  0.08
14 C -1.26077 -0.36288 0.84841  -0.44
15 O -0.67954 -0.03480 2.02221  -0.05
16 H -2.77861 0.93333 1.15662  0.09
17 H -3.01745 -0.12232 -0.11776  0.09
18 H -1.12180 -1.40408 0.53588  0.14

HOMO-LUMO gap   8.864 eV
Net charge   0
LUMO energy   0.620 eV
Structure (SMILES)   NC(=O)[C@H](N)O.CC#N
HOMO   -8.2442 eV

=====

*c*
The following is a DFT calculation (wB97M-V/def2-TZVPD) of a structure of composition C4H9N3O2.

Each line ends with the Löwdin charge.
Geometry (Å):
1 C -0.26053 -1.24332 0.99062  -0.04
2 N -0.44789 -0.03559 0.17423  0.00
3 C -0.08830 -0.25131 -1.65226  -0.37
4 C 0.16230 -1.48700 -2.07045  0.03
5 O -0.86963 0.64571 -2.27142  0.07
6 H -0.32501 1.41611 -2.49061  0.13
7 H -1.34475 0.40281 0.37587  0.15
8 H -0.92439 -2.01978 0.61053  0.09
9 H -0.47601 -1.03110 2.03657  0.08
10 H 0.76913 -1.58118 0.88975  0.10
11 H -0.19240 -1.76872 -3.05052  0.06
12 H 0.75311 -2.18234 -1.49770  0.05
13 N 0.02999 1.67162 2.22095  -0.02
14 N 0.92388 1.79054 1.07363  0.03
15 C 0.64596 0.93667 0.17284  -0.52
16 O 1.22964 0.76463 -0.97526  0.02
17 H 0.60644 1.34088 2.99266  0.07
18 H -0.19153 2.63136 2.47056  0.06

HOMO-LUMO gap   9.040 eV
Net charge   0
LUMO energy   0.763 eV
HOMO   -8.2768 eV

=====

Which one is most stable, and which one is least stable? *b* is the most stable of them, while *c* is the least stable.

=====

*a*
The following is a DFT calculation (wB97M-V/def2-TZVPD) of a cluster of 2 separate species, C4H9N3O2 in total.

Each line ends with the Löwdin charge.
Geometry (Å):
1 C -0.81079 -1.30319 1.69276  -0.20
2 C -1.78263 -0.43611 0.88983  -0.10
3 C 0.53405 -1.29120 1.06302  -0.18
4 N 1.66243 -1.30834 0.84671  0.16
5 H -1.13463 -2.34788 1.66939  0.12
6 H -0.76713 -0.98924 2.73888  0.12
7 H -1.54336 0.61825 1.01369  0.08
8 H -2.79484 -0.58164 1.26103  0.07
9 H -1.76699 -0.69611 -0.16701  0.07
10 N 0.92754 0.40293 -1.34336  -0.04
11 C 1.26612 1.56678 -0.66203  -0.63
12 N -0.15435 0.41454 -2.25961  0.03
13 O 2.31533 1.44046 0.16125  0.10
14 O 0.77069 2.62529 -0.95373  0.08
15 H 2.52712 0.51115 0.36086  0.06
16 H 1.33140 -0.50659 -1.15831  0.09
17 H 0.19716 0.70577 -3.17480  0.08
18 H -0.77711 1.17511 -1.97858  0.08

HOMO-LUMO gap   9.874 eV
Net charge   0
LUMO energy   0.532 eV
Structure (SMILES)   NNC(=O)O.CCC#N
HOMO   -9.3414 eV

=====

*b*
The following is a DFT calculation (wB97M-V/def2-TZVPD) of the molecule C4H9N3O2.

Each line ends with the Löwdin charge.
Geometry (Å):
1 C 1.36970 -0.15074 0.77765  -0.13
2 C -1.00139 -0.75688 0.22179  -0.26
3 C 0.31019 -1.15887 0.31450  -0.38
4 C -1.45275 0.62788 0.16064  -0.45
5 N -0.58554 1.53004 -0.52776  0.08
6 N 2.29013 -0.01842 -0.40818  0.08
7 O -1.97276 -1.73975 0.08545  0.03
8 O 0.85122 -2.10076 -0.40003  -0.10
9 N -2.57778 1.08433 0.56466  0.12
10 H -2.67016 -1.43147 -0.50706  0.10
11 H 1.97049 -1.14164 -0.90059  0.22
12 H -0.95882 2.47112 -0.45131  0.09
13 H -0.48637 1.26311 -1.50008  0.09
14 H -3.09325 0.37584 1.08586  0.05
15 H 1.83639 0.68129 -1.00578  0.12
16 H 3.22622 0.28855 -0.15684  0.13
17 H 1.00090 0.82434 1.08386  0.10
18 H 1.94357 -0.64797 1.56323  0.12

HOMO-LUMO gap   7.357 eV
Net charge   0
LUMO energy   0.337 eV
Structure (SMILES)   [H]/N=C(N)\C(O)=C(\[O-])C[NH3+]
HOMO   -7.0201 eV

=====

Which one is most stable, and which one is least stable? *a* is the most stable of them, while *b* is the least stable.